Here is a single C20H28N4O2S molecule from the OMol25 dataset. Energies are from the ωB97M-V functional and the def2-TZVPD basis.

Geometry as XYZ:
```
55
Properties=species:S:1:pos:R:3:forces:R:3
C 1.893504 -7.058792 3.241229 0.000 -0.009 0.035
C 1.804070 -5.725325 2.572382 0.012 0.154 0.045
C 1.837310 -4.542314 3.314629 -0.014 0.170 -0.166
C 1.758694 -3.307026 2.688368 -0.001 -0.208 -0.154
C 1.819985 -2.029118 3.453848 -0.068 0.145 0.038
C 1.639082 -3.317256 1.294046 -0.034 -0.695 0.235
C 1.495569 -2.201626 0.371685 0.167 0.041 -0.370
O 1.440892 -1.002828 0.590713 -0.132 0.284 0.126
N 1.454080 -2.704203 -0.909369 0.204 -0.071 0.003
C 1.072493 -1.836016 -1.990388 -0.182 -0.028 0.232
C -0.450490 -1.614843 -1.917781 0.247 -0.098 -0.210
O -1.146117 -2.402117 -1.308318 -0.042 -0.092 0.234
N -0.949682 -0.542525 -2.566136 -0.297 0.063 -0.268
C -0.171780 0.515658 -3.168993 0.375 0.213 0.144
C -0.020299 1.671901 -2.178720 -0.272 0.153 -0.222
C -1.419913 2.187808 -1.788704 0.055 -0.328 0.129
N -1.441424 3.317088 -0.877851 -0.019 0.088 -0.077
C -0.655163 3.174547 0.334066 -0.209 -0.014 0.269
C -1.095242 4.229728 1.345951 0.316 0.008 -0.059
C -0.883956 5.622905 0.764177 -0.281 -0.060 0.030
C -1.620150 5.721511 -0.567010 0.309 0.031 -0.101
C -1.170213 4.598383 -1.498916 -0.235 0.199 -0.013
C -2.247846 1.021186 -1.233331 0.025 0.114 -0.369
C -2.302501 -0.119724 -2.249749 -0.292 -0.163 0.337
S 1.415887 -4.395963 -1.065496 -0.006 -0.209 -0.075
C 1.600032 -4.562814 0.651541 0.026 0.758 0.320
N 1.688872 -5.732968 1.251893 -0.035 -0.397 -0.456
H 1.896492 -7.841902 2.489641 0.005 -0.046 0.000
H 2.801652 -7.123223 3.837575 0.048 -0.054 0.078
H 1.042655 -7.202065 3.905106 -0.039 -0.059 0.082
H 1.926897 -4.595169 4.389294 0.005 0.003 0.128
H 1.327585 -2.133226 4.418024 0.008 -0.012 0.077
H 2.862600 -1.762867 3.630438 0.045 0.062 0.025
H 1.362610 -1.225414 2.883777 0.021 0.059 0.075
H 1.608822 -0.896516 -1.840384 -0.028 -0.126 -0.142
H 1.353946 -2.292156 -2.941235 0.010 0.125 -0.016
H 0.796138 0.143008 -3.501976 -0.068 0.012 -0.047
H -0.718436 0.860675 -4.054498 0.114 -0.054 -0.002
H 0.565646 2.473962 -2.630691 0.074 0.046 0.010
H 0.499824 1.314396 -1.288372 0.095 -0.022 0.043
H -1.917386 2.531641 -2.706293 0.032 -0.031 0.035
H -0.811510 2.180040 0.751410 0.090 -0.032 -0.016
H 0.424401 3.299899 0.136802 -0.006 -0.073 0.010
H -2.153395 4.084768 1.567887 -0.040 -0.056 0.057
H -0.527244 4.109358 2.269875 -0.018 -0.022 0.055
H -1.246473 6.385444 1.455998 0.074 0.041 0.013
H 0.183873 5.792832 0.604191 0.060 0.047 0.024
H -2.692909 5.622905 -0.395181 -0.067 0.026 -0.050
H -1.432363 6.686992 -1.040421 -0.041 0.039 -0.018
H -1.726404 4.658995 -2.438159 0.067 -0.032 -0.007
H -0.095946 4.728623 -1.727486 -0.023 0.003 -0.043
H -3.253572 1.369216 -0.999899 -0.037 0.038 0.033
H -1.795120 0.639171 -0.318052 -0.003 -0.041 0.081
H -2.834375 -0.978517 -1.838810 0.014 0.127 -0.142
H -2.793706 0.203874 -3.172329 -0.007 -0.017 0.016
```
Positions in Å, forces in eV/Å.

Output
Total charge: 0
Structure (SMILES): Cc1cc(C)c2c(=O)n(CC(=O)N3CCC(N4CCCCC4)CC3)sc2n1
LUMO energy (hartree): 0.0250
Energy relative to the best compared isomer or geometry (same formula, charge and spin) (kcal per mole): 13.2

Löwdin population analysis, charges in e, atoms 1 to 8: number 1, C, carries -0.03; number 2, C, carries -0.32; number 3, C, carries 0.01; number 4, C, carries -0.18; number 5, C, carries -0.02; number 6, C, carries -0.09; number 7, C, carries -0.45; number 8, O, carries 0.06

---

Here is a molecular structure, C20H28NO at a distorted geometry from the OMol25 dataset. Energies are from the ωB97M-V functional and the def2-TZVPD basis.

Geometry as XYZ:
```
50
Properties=species:S:1:pos:R:3:forces:R:3
C -6.164210 -0.554225 0.916688 -0.861 -1.283 -5.156
H -6.233188 0.499681 0.677112 -0.377 0.162 -0.193
H -5.707794 -0.612294 1.823221 0.706 -0.838 2.636
H -7.107055 -1.107096 0.691455 0.389 0.666 1.123
C -5.176901 -1.259744 -0.346547 0.532 4.868 7.742
C -3.956828 -0.402686 0.020200 1.270 2.391 -1.322
C -3.304774 -0.497954 1.348246 2.560 4.229 -6.202
C -2.061414 0.343038 1.256233 -1.221 -3.387 7.604
C -1.568691 1.128902 0.261466 5.447 -0.313 8.040
C -2.128491 1.119581 -0.869225 -3.355 2.060 -7.691
C -3.409289 0.662191 -1.020397 -2.949 -5.471 0.184
H -3.939455 0.638517 -2.099404 1.426 0.207 2.831
H -1.766300 1.574634 -1.792659 0.378 0.337 0.435
O -0.295125 1.845435 0.698071 -2.799 -1.767 -2.024
C 0.166107 2.747351 -0.340293 -2.241 5.911 9.477
C 1.076504 2.159459 -1.129049 9.753 3.363 -4.177
C 2.397526 1.402305 -0.523893 -1.866 9.007 1.838
N 1.883530 0.373639 0.352138 2.816 0.494 -0.345
H 1.784165 -0.259026 -0.396226 -0.619 -2.572 -0.158
C 2.896778 0.014503 1.384577 -0.548 -8.213 -8.374
C 4.089228 -0.598051 0.476481 2.121 11.668 7.741
C 3.925361 -1.724167 0.071478 5.455 -8.164 -7.236
C 5.131955 -2.222508 -0.697494 -4.316 -4.533 1.094
C 6.268491 -1.583806 -0.602445 4.451 -1.486 -5.106
C 6.427447 -0.243972 -0.369741 -0.444 2.017 5.856
C 5.417526 0.130152 0.528607 -2.467 -8.527 -8.024
H 5.427398 0.870434 1.047721 0.320 8.998 5.929
H 7.396845 0.293184 -0.169744 -0.915 -0.745 -1.133
H 7.106737 -2.076903 -1.181589 -0.732 0.407 0.926
H 5.095022 -3.329979 -1.179478 0.064 2.866 1.338
H 3.131889 -2.272237 -0.101996 -4.300 -2.578 0.031
H 3.167865 0.789592 1.771322 2.736 8.673 5.092
H 2.487077 -0.756748 1.910801 -0.860 -1.631 2.116
H 1.001764 0.641845 0.702358 -2.046 0.822 0.841
H 3.063670 1.151358 -1.301282 0.695 -0.876 -0.460
H 2.882412 2.503033 0.110737 -0.979 -3.978 -1.475
H 1.505090 3.005824 -2.077827 -1.257 -2.631 3.006
H 0.637448 1.468412 -1.606207 -3.395 -5.306 -4.334
H -0.665566 3.336582 -0.678944 -0.288 -0.219 -1.105
H 0.586293 3.602248 0.528594 -0.273 -1.861 -2.857
H -1.447061 0.207128 2.488064 -1.547 1.049 -4.191
H -3.741658 -0.885985 2.237043 0.327 -0.623 0.366
C -5.904847 -0.968583 -1.561507 2.432 -0.020 -4.526
H -6.778790 -1.639066 -1.622491 0.279 0.498 -0.415
H -6.152178 0.174713 -1.874345 0.600 -2.895 1.213
H -4.976862 -1.367047 -2.369877 -3.125 1.048 1.202
C -4.858111 -2.684219 0.095150 -7.371 3.381 6.083
H -4.442792 -2.904127 1.097322 -0.649 0.436 -0.760
H -5.834574 -3.044913 -0.181715 -0.395 -1.658 0.899
H -4.336296 -2.887084 -0.605521 7.437 -3.985 -8.376
```
Positions in Å, forces in eV/Å.

Output
Total charge: +1
LUMO energy (hartree): -0.0902
Energy relative to the best compared isomer or geometry (same formula, charge and spin) (kcal per mole): 387.6

Löwdin population analysis, charges in e, atoms 1 to 8: number 1, C, carries 0.01; number 2, H, carries 0.07; number 3, H, carries 0.01; number 4, H, carries 0.09; number 5, C, carries -0.57; number 6, C, carries -0.11; number 7, C, carries 0.01; number 8, C, carries -0.01

---

Here is a molecular structure, C20H28NO3Sn at a distorted geometry from the OMol25 dataset. Energies are from the ωB97M-V functional and the def2-TZVPD basis.

Geometry as XYZ:
```
53
Properties=species:S:1:pos:R:3:forces:R:3
O -0.134823 0.934740 -2.120768 -0.386 0.332 -0.841
C -1.418511 1.281570 -2.814877 0.851 -0.110 0.842
C -0.711734 1.146665 -4.151444 0.349 -0.072 -0.060
H -1.629549 2.294463 -2.470695 -0.569 -0.176 -0.333
H -2.181784 0.530414 -2.572112 0.109 0.449 -0.035
C 0.616494 0.901145 -3.379824 -0.149 0.308 -0.303
H -0.729414 2.067913 -4.731807 -0.086 -0.282 -0.285
H -1.037106 0.255885 -4.691668 0.023 0.348 -0.244
C 1.549026 2.090516 -3.347863 0.108 -0.107 -0.276
H 1.040645 2.969143 -2.932740 0.110 -0.151 -0.211
H 1.859936 2.298659 -4.370623 0.161 0.184 0.015
H 2.441577 1.871054 -2.753739 -0.078 0.118 -0.094
C 1.317700 -0.425651 -3.598183 -0.084 0.217 -0.221
H 0.600877 -1.244390 -3.713796 0.189 0.115 0.087
H 2.024537 -0.659767 -2.790565 -0.223 0.069 -0.137
H 1.896888 -0.335001 -4.521629 -0.032 -0.135 0.044
Sn -0.131371 0.114954 -0.182208 -3.542 -2.060 0.521
C -0.152541 -2.517885 0.706288 -0.418 0.531 -2.262
C -1.413649 -1.986411 0.970468 -1.646 0.548 -2.286
C -1.992536 -1.478703 -0.271367 0.680 -1.786 -0.345
H -1.909011 -1.674733 1.868529 0.047 -0.662 0.492
C -1.029399 -1.757692 -1.323026 -0.293 -1.535 0.676
C 0.157222 -2.334203 -0.679112 -1.623 -0.022 -0.471
H 1.064533 -2.692442 -1.185910 -0.600 0.176 0.237
H 0.610649 -2.901421 1.318016 0.422 -0.458 1.139
H -2.984166 -1.001193 -0.421951 0.889 -0.556 0.307
H -1.230678 -1.796079 -2.398279 0.174 0.397 0.503
C 1.443470 0.327811 2.159335 -1.131 -1.632 -0.421
C 2.258072 -0.256720 0.987441 0.455 0.659 -2.511
C 2.283193 0.635067 -0.137381 1.680 -0.256 2.833
H 2.728129 -1.255973 0.941127 -0.344 0.771 0.352
C 1.493530 1.828797 0.240540 1.571 1.261 3.737
C 1.006334 1.613632 1.568822 1.073 2.263 -2.458
H 0.340643 2.254913 2.130511 0.084 0.191 -0.210
H 1.933281 0.393736 3.167399 0.020 0.138 -1.164
H 2.897266 0.572283 -1.071792 -0.806 -0.314 1.164
H 1.390834 2.765343 -0.350515 -0.127 -1.019 0.551
O -2.105610 3.921959 -6.143204 -0.197 0.282 -0.766
C -1.345764 3.516735 -7.294604 0.088 -0.411 -0.365
C -1.817652 4.336331 -8.505439 -0.049 0.617 0.609
H -1.533547 2.451992 -7.495251 -0.005 0.053 0.151
H -0.273961 3.627737 -7.086249 -0.208 0.115 0.020
C -3.284852 4.625941 -8.131332 0.307 -0.890 0.193
H -1.690874 3.820556 -9.460436 -0.012 0.035 0.211
H -1.271456 5.289185 -8.535584 -0.022 -0.231 -0.116
C -3.190234 4.755776 -6.599373 -0.347 0.584 -0.278
H -3.886443 3.743011 -8.387997 -0.012 0.253 0.014
H -3.705511 5.500151 -8.635504 0.088 -0.119 0.227
H -4.120883 4.470197 -6.095076 0.271 -0.094 -0.035
H -2.995674 5.812455 -6.359760 0.157 -0.266 0.193
O 0.405679 -1.935578 4.280952 -1.307 -0.192 -2.687
C 0.163477 -1.388425 3.252811 2.325 0.917 4.242
N 0.085239 -0.509609 2.415726 2.067 1.604 0.053
```
Positions in Å, forces in eV/Å.

Output
Total charge: +1
LUMO energy (hartree): -0.1754
Energy relative to the best compared isomer or geometry (same formula, charge and spin) (kcal per mole): 0.0

Löwdin population analysis, charges in e, atoms 1 to 8: number 1, O, carries -0.35; number 2, C, carries -0.06; number 3, C, carries -0.03; number 4, H, carries 0.14; number 5, H, carries 0.12; number 6, C, carries -0.51; number 7, H, carries 0.11; number 8, H, carries 0.13

---

Here is a molecular structure, C20H29B2Cl2F4N10O5SSeZr at a distorted geometry from the OMol25 dataset. Energies are from the ωB97M-V functional and the def2-TZVPD basis.

Geometry as XYZ:
```
75
Properties=species:S:1:pos:R:3:forces:R:3
Zr -0.227391 0.287772 -0.753371 -0.015 -2.140 0.381
C -4.022341 1.651288 1.387339 0.080 0.041 0.029
C -2.935761 1.354769 0.418948 -0.055 0.124 -0.105
N -1.684807 1.310155 0.690830 -0.001 0.346 0.318
O -1.303108 1.459050 1.976592 -0.114 0.105 -0.021
B -0.159470 2.443871 2.102285 -0.011 0.073 -0.079
F 0.108024 2.618929 3.416970 0.020 -0.092 0.034
F -0.518267 3.596469 1.407155 0.032 -0.026 0.029
O 1.104231 1.878930 1.461081 0.034 0.065 -0.070
N 1.038709 1.864806 0.096990 -0.186 0.625 0.290
C 1.393179 2.892393 -0.583885 0.151 -0.072 -0.125
C 1.983576 4.132759 -0.039228 0.018 -0.032 0.074
C 1.113055 2.731750 -2.053570 0.061 0.012 0.000
N 0.361636 1.722249 -2.278010 -0.399 0.579 -0.611
O -0.065733 1.421628 -3.536997 -0.049 0.386 0.059
B -1.582826 1.640586 -3.610403 0.101 0.181 0.131
F -1.940780 1.748081 -4.903063 0.039 -0.248 -0.080
F -1.884277 2.769929 -2.834192 0.015 -0.105 -0.075
O -2.288105 0.438157 -2.997385 -0.287 0.053 0.060
N -2.280857 0.471932 -1.621752 0.140 0.770 -0.528
C -3.200545 1.149390 -1.033717 -0.006 -0.164 0.140
C -4.377968 1.753637 -1.693297 -0.072 -0.044 -0.050
C 1.638286 3.657732 -3.079334 -0.048 -0.023 -0.048
H -3.634048 1.648198 2.401205 -0.003 0.015 0.001
H -4.438554 2.638187 1.172945 -0.017 -0.004 0.003
H -4.829292 0.923794 1.288992 -0.009 0.006 -0.006
H 2.250470 3.998671 1.004693 0.008 -0.006 -0.005
H 2.855669 4.419004 -0.627242 -0.005 0.011 -0.013
H 1.242285 4.932969 -0.098873 0.006 0.006 -0.033
H -4.445282 1.429286 -2.726975 0.007 0.005 0.001
H -5.291532 1.496521 -1.155533 0.022 0.001 0.036
H -4.269292 2.840277 -1.673007 0.005 0.002 0.001
H 2.728022 3.574845 -3.113280 0.008 0.009 0.014
H 1.226107 3.403894 -4.051560 -0.002 0.013 0.003
H 1.382262 4.687157 -2.824805 0.009 0.001 0.015
N 2.362089 -0.821886 1.543201 -0.033 -0.118 0.357
N 2.650341 -0.371283 2.842323 0.123 0.228 -0.113
C 1.733555 -0.292617 3.831591 -0.105 -0.080 -0.088
N 2.149858 0.392603 4.915576 0.018 0.101 0.027
S 0.241724 -1.038898 3.818646 -0.055 -0.104 -0.111
H 2.883457 -1.681232 1.394046 -0.017 0.038 -0.072
H 2.727784 -0.137688 0.889354 -0.023 0.038 0.034
H 3.499202 0.163462 2.952790 0.019 -0.067 0.019
H 2.906598 1.054227 4.849521 -0.005 0.002 -0.008
H 1.454420 0.573121 5.619319 -0.001 -0.050 0.000
Cl -0.705319 -1.841786 -2.496019 -0.093 -0.077 -0.472
C 0.794429 -2.705799 -2.338178 0.146 0.074 0.093
C 0.863175 -4.020712 -2.734108 -0.083 -0.039 -0.051
C 2.068384 -4.692675 -2.604314 0.026 0.001 0.012
C 3.151947 -4.038693 -2.050845 -0.007 -0.014 -0.011
C 3.057993 -2.715151 -1.638551 -0.011 0.038 0.046
Cl 4.456593 -2.061779 -0.839746 -0.011 -0.030 0.004
C 1.872057 -1.986812 -1.803732 0.006 -0.012 -0.227
N 1.606208 -0.650043 -1.474702 0.240 0.134 0.461
H -0.008746 -4.507552 -3.148959 -0.006 0.022 -0.004
H 2.156205 -5.720845 -2.924317 0.004 -0.003 0.011
H 4.093443 -4.551746 -1.913116 0.003 0.003 0.002
C -2.997711 -1.609226 1.927039 -0.013 0.049 0.030
N -1.920963 -2.589482 1.859231 0.123 0.188 0.064
C -1.925621 -3.686823 2.827670 0.022 -0.087 0.006
C -0.863951 -2.351876 1.118875 -0.128 -0.277 -0.144
C 0.226672 -3.369771 1.059398 0.020 0.095 -0.010
O -0.831992 -1.317103 0.368820 0.138 -0.263 0.576
H -3.912642 -2.112994 2.226607 0.006 -0.013 0.000
H -3.138391 -1.166358 0.945039 -0.028 -0.033 -0.002
H -2.747407 -0.829599 2.650456 0.024 0.004 -0.016
H -2.774951 -3.556531 3.490671 -0.008 0.007 -0.020
H -1.016467 -3.665226 3.426538 0.000 0.031 0.010
H -2.013296 -4.650300 2.326266 -0.011 0.010 -0.014
H -0.189544 -4.344565 0.798393 0.005 0.007 0.008
H 0.709909 -3.441938 2.032639 0.006 0.029 0.046
H 0.957263 -3.075812 0.314862 0.022 0.002 0.016
Se 5.076720 1.552284 -2.290138 0.176 0.082 -0.103
C 3.648087 0.672920 -1.878292 -0.429 0.112 0.329
N 2.653642 0.207110 -1.430372 0.464 -0.506 -0.454
```
Positions in Å, forces in eV/Å.

Output
Total charge: +1
LUMO energy (hartree): -0.1614
Energy relative to the best compared isomer or geometry (same formula, charge and spin) (kcal per mole): 74.2

Löwdin population analysis, charges in e, atoms 1 to 8: number 1, Zr, carries 1.86; number 2, C, carries 0.02; number 3, C, carries -0.23; number 4, N, carries -0.05; number 5, O, carries 0.03; number 6, B, carries -1.11; number 7, F, carries 0.21; number 8, F, carries 0.16